Entry 1:
A molecular structure, C22H25IrN3O6S. Source: the OMol25 dataset; level of theory: ωB97M-V/def2-TZVPD.

LUMO level in eV: 2.475
Molecular weight in g/mol: 651.7
Charge: -1
Frontier orbital gap in hartree: 0.218
Relative energy (zero: lowest compared OMol25 entry of this formula, charge and spin) in kcal per mole: 0.0
Total energy in hartree: -1971.6538

Last column: natural (NBO) charge in e.
Element x y z (Å)
Ir1 -0.930 -0.225 -1.169  0.323
O1 -2.524 1.072 -1.333  -0.684
C1 -3.459 1.303 -0.485  0.402
C2 -4.621 1.988 -0.953  -0.247
C3 -5.694 2.259 -0.147  -0.211
C4 -5.692 1.875 1.202  -0.312
C5 -4.573 1.245 1.695  -0.160
C6 -3.448 0.967 0.903  -0.245
C7 -2.275 0.385 1.532  0.398
N1 -1.233 -0.174 0.939  -0.516
C8 -0.359 -0.575 1.923  -0.063
C9 -0.865 -0.249 3.136  -0.120
N2 -2.079 0.359 2.880  -0.532
H1 -4.618 2.277 -1.997  0.204
H2 -6.557 2.768 -0.562  0.197
H3 -6.548 2.060 1.837  0.199
H4 -4.577 0.928 2.733  0.178
H5 0.568 -1.053 1.664  0.235
H6 -0.488 -0.386 4.134  0.212
H7 -2.683 0.788 3.555  0.413
C10 0.752 2.784 1.657  -0.634
C11 1.864 1.816 1.369  0.019
C12 2.059 1.346 0.075  -0.200
C13 3.036 0.401 -0.195  -0.173
C14 3.825 -0.082 0.837  -0.313
C15 3.653 0.378 2.137  -0.225
C16 2.681 1.331 2.391  -0.225
S1 4.962 -1.394 0.520  2.315
O2 6.009 -1.364 1.509  -0.966
O3 5.281 -1.351 -0.877  -0.943
N3 4.132 -2.787 0.827  -0.863
C17 2.703 -2.884 0.453  -0.221
C18 2.456 -2.996 -1.044  -0.536
C19 1.084 -2.462 -1.490  0.793
O4 0.540 -2.959 -2.466  -0.678
O5 0.687 -1.454 -0.790  -0.756
H8 0.675 3.540 0.876  0.222
H9 0.893 3.281 2.618  0.201
H10 -0.201 2.250 1.679  0.235
H11 1.402 1.673 -0.722  0.246
H12 3.169 0.024 -1.200  0.241
H13 4.288 -0.001 2.928  0.228
H14 2.542 1.699 3.401  0.202
H15 4.294 -3.022 1.798  0.396
H16 2.154 -2.021 0.827  0.207
H17 2.323 -3.768 0.968  0.199
H18 2.568 -4.020 -1.397  0.220
H19 3.197 -2.397 -1.579  0.238
C20 -2.820 -0.709 -3.708  -0.254
O6 -1.478 -0.343 -4.031  -0.529
C21 -0.611 -0.207 -3.016  0.374
C22 0.742 0.057 -3.627  -0.706
H20 -3.404 0.175 -3.459  0.189
H21 -2.817 -1.387 -2.855  0.212
H22 -3.221 -1.196 -4.597  0.168
H23 0.845 -0.400 -4.613  0.210
H24 1.524 -0.307 -2.964  0.219
H25 0.866 1.140 -3.724  0.218

Entry 2:
5 unconnected molecules or ions with the total composition C10H20Cl10 in a non-equilibrium geometry. Source: the OMol25 dataset; level of theory: ωB97M-V/def2-TZVPD.

LUMO level in eV: 0.359
Molecular weight in g/mol: 494.8
Charge: 0
SMILES: ClCCCl.ClCCCl.ClCCCl.ClCCCl.ClCCCl
Frontier orbital gap in hartree: 0.394
Relative energy (zero: lowest compared OMol25 entry of this formula, charge and spin) in kcal per mole: 18.3
Total energy in hartree: -4994.9351

Last column: natural (NBO) charge in e.
Element x y z (Å)
Cl1 -5.958 2.511 0.241  -0.050
C1 -4.770 3.483 -0.653  -0.390
C2 -5.089 4.966 -0.371  -0.371
Cl2 -4.027 6.153 -1.232  -0.074
H1 -4.892 3.337 -1.727  0.218
H2 -3.755 3.217 -0.357  0.229
H3 -5.022 5.231 0.684  0.220
H4 -6.135 5.119 -0.637  0.217
Cl3 -6.029 -1.416 3.914  -0.088
C3 -4.951 -1.427 2.429  -0.361
C4 -3.543 -1.084 2.881  -0.386
Cl4 -3.490 0.650 3.331  -0.079
H5 -5.262 -0.809 1.587  0.233
H6 -4.931 -2.477 2.138  0.218
H7 -2.866 -1.190 2.034  0.234
H8 -3.206 -1.630 3.762  0.226
Cl5 5.692 -3.993 2.770  -0.051
C5 6.015 -2.354 2.205  -0.403
C6 5.405 -1.953 0.897  -0.365
Cl6 3.588 -1.912 1.029  -0.081
H9 7.101 -2.283 2.136  0.226
H10 5.583 -1.710 2.971  0.228
H11 5.608 -2.531 -0.005  0.225
H12 5.776 -0.929 0.870  0.221
Cl7 -1.813 1.399 -0.583  -0.087
C7 -0.104 0.919 -0.848  -0.374
C8 0.415 0.162 0.428  -0.416
Cl8 -0.466 -1.297 0.849  -0.043
H13 0.441 1.830 -1.096  0.231
H14 -0.187 0.295 -1.738  0.230
H15 0.277 0.784 1.312  0.226
H16 1.489 -0.022 0.386  0.237
Cl9 2.453 -0.941 -2.095  -0.055
C9 3.923 -1.075 -3.055  -0.391
C10 3.601 -1.762 -4.365  -0.413
Cl10 2.753 -0.644 -5.389  -0.035
H17 4.525 -1.724 -2.420  0.215
H18 4.439 -0.120 -3.159  0.229
H19 2.938 -2.617 -4.233  0.229
H20 4.472 -2.153 -4.891  0.225

Entry 3:
2 unconnected molecules or ions with the total composition C10H10N2 in a non-equilibrium geometry. Source: the OMol25 dataset; level of theory: ωB97M-V/def2-TZVPD.

LUMO level in eV: 0.830
Molecular weight in g/mol: 158.2
Charge: 0
SMILES: c1ccncc1.c1ccncc1
Frontier orbital gap in hartree: 0.347
Relative energy (zero: lowest compared OMol25 entry of this formula, charge and spin) in kcal per mole: 89.1
Total energy in hartree: -496.4551

Last column: natural (NBO) charge in e.
Element x y z (Å)
C1 -2.871 -0.420 0.510  -0.161
C2 -2.729 0.978 0.542  -0.268
C3 -1.568 1.503 0.003  0.044
N1 -0.558 0.731 -0.508  -0.457
C4 -0.717 -0.605 -0.519  0.035
C5 -1.884 -1.213 -0.043  -0.258
H1 -3.792 -0.890 0.854  0.214
H2 -3.500 1.584 0.949  0.221
H3 -1.377 2.571 -0.086  0.197
H4 0.124 -1.217 -0.889  0.219
H5 -2.061 -2.266 -0.266  0.214
C6 1.552 -0.311 -1.165  -0.152
C7 2.040 0.956 -0.827  -0.207
C8 2.429 1.173 0.496  0.019
N2 2.317 0.253 1.440  -0.417
C9 1.886 -0.942 1.100  0.015
C10 1.502 -1.293 -0.191  -0.306
H6 1.260 -0.475 -2.182  0.223
H7 2.149 1.713 -1.586  0.221
H8 2.840 2.124 0.837  0.190
H9 1.775 -1.636 1.918  0.189
H10 1.182 -2.316 -0.388  0.226

Entry 4:
C8H16N2O3S2 in the gas phase in a non-equilibrium geometry. Source: the OMol25 dataset; level of theory: ωB97M-V/def2-TZVPD.

LUMO level in eV: 0.393
Molecular weight in g/mol: 252.4
Charge: 0
SMILES: CSCC[C@H](N)C(=O)N[C@@H](CS)C(=O)O
Frontier orbital gap in hartree: 0.337
Relative energy (zero: lowest compared OMol25 entry of this formula, charge and spin) in kcal per mole: 88.6
Total energy in hartree: -1445.9292

Last column: natural (NBO) charge in e.
Element x y z (Å)
C1 -0.344 -3.439 -3.197  -0.752
S1 -1.754 -2.268 -3.286  0.188
C2 -1.600 -1.035 -1.934  -0.548
C3 -1.499 -1.883 -0.682  -0.449
C4 -1.333 -1.314 0.760  -0.120
N1 -2.225 -0.111 0.908  -0.880
C5 0.082 -0.817 0.933  0.697
O1 0.859 -1.669 1.319  -0.643
N2 0.276 0.468 0.474  -0.643
C6 1.500 1.065 0.498  -0.160
C7 1.535 2.468 -0.138  -0.561
S2 0.271 3.597 0.417  -0.051
C8 1.879 1.296 2.034  0.776
O2 2.104 2.380 2.631  -0.590
O3 2.260 0.189 2.772  -0.713
H1 -0.395 -4.191 -2.439  0.211
H2 -0.340 -4.058 -4.173  0.244
H3 0.564 -2.815 -3.063  0.221
H4 -0.721 -0.106 -2.033  0.229
H5 -2.827 -0.551 -1.904  0.261
H6 -0.824 -2.646 -0.511  0.223
H7 -2.494 -2.330 -0.639  0.216
H8 -1.460 -2.129 1.451  0.209
H9 -2.154 0.419 1.913  0.373
H10 -3.345 -0.449 1.088  0.373
H11 -0.462 1.138 0.320  0.455
H12 2.200 0.528 -0.071  0.231
H13 1.426 2.413 -1.277  0.241
H14 2.622 2.910 -0.116  0.252
H15 0.568 3.616 1.792  0.187
H16 1.900 -0.757 2.462  0.524

Entry 5:
5 unconnected molecules or ions with the total composition C46H76F3N7OPS in a non-equilibrium geometry. Source: the OMol25 dataset; level of theory: ωB97M-V/def2-TZVPD.

LUMO level in eV: -4.629
Molecular weight in g/mol: 863.2
Charge: +1
Frontier orbital gap in hartree: 0.161
Relative energy (zero: lowest compared OMol25 entry of this formula, charge and spin) in kcal per mole: 0.0
Total energy in hartree: -3295.3038

Last column: Mulliken charge in e.
Element x y z (Å)
C1 3.164 3.529 -3.506  -0.402
O1 3.623 2.711 -4.623  -0.360
C2 4.818 1.957 -4.280  -0.428
C3 4.693 0.456 -4.897  0.349
C4 4.123 -0.625 -3.852  -0.873
C5 3.153 -0.003 -2.721  0.245
C6 2.011 -1.076 -2.256  -1.147
C7 1.354 -0.639 -0.850  0.305
N1 0.512 0.472 -0.820  0.460
N2 -0.179 1.016 0.177  -1.086
C8 0.040 0.287 1.341  0.262
C9 -0.804 0.831 2.617  -0.250
C10 0.064 1.901 3.479  -0.311
C11 -0.906 2.806 4.430  -0.674
C12 -1.012 4.335 3.887  -0.457
C13 -2.226 5.154 4.545  -0.772
C14 -3.402 5.521 3.479  -0.654
C15 -4.080 4.148 2.999  0.238
C16 -4.806 4.256 1.547  -0.776
C17 -3.822 4.807 0.389  -0.161
C18 -4.171 4.035 -0.988  -0.796
C19 -5.730 4.236 -1.327  -0.161
C20 -6.080 3.946 -2.879  -0.914
N3 -7.009 5.020 -3.333  0.223
C21 -6.565 6.251 -3.973  -0.211
C22 -7.837 7.100 -4.258  -0.468
C23 -9.050 6.248 -3.762  -0.468
C24 -8.464 4.941 -3.183  -0.307
C25 0.930 -0.922 1.614  -0.543
P1 1.041 -1.680 3.345  0.079
S1 0.233 -3.474 3.190  -0.298
C26 1.696 -1.474 0.387  0.612
C27 2.652 -2.739 0.433  -0.247
C28 3.728 -2.745 1.622  -0.563
C29 4.489 -1.361 1.845  0.515
F1 4.450 -0.241 0.968  -0.248
C30 5.313 -1.266 3.016  0.119
F2 5.993 -2.470 3.376  -0.192
F3 5.472 -0.105 3.791  -0.210
H1 2.718 4.484 -3.985  0.277
H2 2.298 3.035 -2.934  0.034
H3 3.989 3.771 -2.749  0.264
H4 5.688 2.446 -4.855  0.296
H5 5.055 1.937 -3.162  0.266
H6 4.042 0.468 -5.843  0.378
H7 5.757 0.117 -5.184  -0.552
H8 4.986 -1.246 -3.417  0.229
H9 3.460 -1.359 -4.455  0.278
H10 2.557 0.849 -3.232  -0.019
H11 3.725 0.413 -1.822  0.318
H12 2.384 -2.152 -2.270  0.523
H13 1.160 -0.978 -3.032  0.451
H14 0.390 0.972 -1.727  0.364
H15 -1.236 -0.016 3.249  0.378
H16 -1.718 1.432 2.236  -0.014
H17 0.519 2.654 2.726  0.329
H18 0.914 1.402 4.059  0.296
H19 -1.961 2.348 4.440  0.305
H20 -0.480 2.876 5.494  0.353
H21 0.002 4.814 4.113  0.438
H22 -1.156 4.368 2.753  0.152
H23 -2.638 4.603 5.472  0.358
H24 -1.861 6.181 4.938  0.303
H25 -2.985 6.149 2.613  0.285
H26 -4.219 6.164 3.973  0.370
H27 -4.904 3.854 3.754  0.375
H28 -3.343 3.278 2.930  -0.499
H29 -5.782 4.846 1.585  0.270
H30 -5.081 3.174 1.233  0.344
H31 -2.754 4.580 0.738  0.002
H32 -3.968 5.931 0.192  0.306
H33 -3.557 4.447 -1.858  0.396
H34 -3.973 2.912 -0.853  0.216
H35 -6.009 5.333 -1.096  0.274
H36 -6.350 3.517 -0.678  0.218
H37 -6.660 2.950 -2.950  0.303
H38 -5.144 3.865 -3.528  0.369
H39 -5.474 6.526 -4.196  0.283
H40 -7.839 8.128 -4.758  0.313
H41 -10.133 6.582 -3.849  0.322
H42 -9.040 4.069 -2.736  0.297
H43 0.338 -0.925 4.349  0.203
H44 2.401 -1.789 3.831  0.145
H45 1.969 -3.659 0.606  0.350
H46 3.222 -2.945 -0.545  -0.129
H47 4.540 -3.513 1.316  0.304
H48 3.239 -3.178 2.561  0.293
C31 7.579 -6.217 -0.188  -1.149
C32 6.264 -6.789 0.334  -0.388
C33 5.169 -6.835 -0.735  -0.399
C34 4.879 -5.446 -1.229  0.260
N4 4.651 -4.353 -1.617  -0.535
H49 7.467 -5.179 -0.512  0.333
H50 8.337 -6.231 0.599  0.341
H51 7.954 -6.803 -1.032  0.311
H52 5.928 -6.187 1.184  0.236
H53 6.440 -7.802 0.707  0.327
H54 4.254 -7.263 -0.318  0.274
H55 5.481 -7.456 -1.579  0.334
C35 -4.769 -5.825 3.225  -0.975
C36 -4.303 -5.923 1.776  -0.509
C37 -2.969 -5.212 1.533  -0.259
C38 -3.102 -3.752 1.856  0.202
N5 -3.209 -2.602 2.110  -0.449
H56 -4.950 -4.789 3.521  0.198
H57 -5.707 -6.369 3.359  0.345
H58 -4.027 -6.254 3.905  0.293
H59 -5.074 -5.497 1.126  0.300
H60 -4.200 -6.978 1.505  0.321
H61 -2.671 -5.321 0.487  0.309
H62 -2.183 -5.647 2.156  0.244
C39 9.013 -0.513 -6.823  -0.954
C40 8.899 -1.707 -7.764  -0.442
C41 7.670 -1.633 -8.673  -0.428
C42 6.419 -1.608 -7.842  0.328
N6 5.436 -1.589 -7.186  -0.476
H63 8.165 -0.458 -6.136  0.136
H64 9.918 -0.594 -6.215  0.338
H65 9.063 0.425 -7.384  0.302
H66 8.865 -2.626 -7.169  0.293
H67 9.798 -1.759 -8.385  0.316
H68 7.639 -2.502 -9.336  0.291
H69 7.704 -0.734 -9.294  0.281
C43 -4.495 -1.766 6.640  -1.096
C44 -5.672 -1.306 5.786  -0.333
C45 -7.021 -1.799 6.316  -0.391
C46 -7.048 -3.301 6.329  0.245
N7 -7.068 -4.482 6.340  -0.455
H70 -4.406 -2.855 6.651  0.348
H71 -3.558 -1.368 6.241  0.232
H72 -4.600 -1.419 7.673  0.336
H73 -5.525 -1.660 4.760  0.245
H74 -5.680 -0.213 5.751  0.284
H75 -7.831 -1.433 5.680  0.293
H76 -7.194 -1.429 7.331  0.292